A molecular structure, C17H14N5O2Yb. Source: OMol25; level of theory: ωB97M-V/def2-TZVPD.

Structure (XYZ):
```
39
Properties=species:S:1:pos:R:3
Yb 1.5137 0.4182 -0.2834
O 0.9240 -0.9737 1.0871
N -0.2946 -1.4343 1.1916
N -1.0337 -0.9146 0.3180
O -0.4979 -0.0274 -0.5100
C -2.4478 -1.2182 0.2129
C -3.1830 -0.5671 -0.7628
C -4.5351 -0.8660 -0.8525
C -5.1089 -1.7864 0.0117
C -4.3399 -2.4223 0.9796
C -2.9878 -2.1458 1.0944
H -2.7298 0.1478 -1.4315
H -5.1381 -0.3751 -1.6032
H -6.1629 -2.0126 -0.0672
H -4.7907 -3.1397 1.6505
H -2.3841 -2.6377 1.8417
N 0.6056 6.3233 4.5793
C 0.7697 5.4668 3.8340
C 0.9751 4.3963 2.9027
C -0.0549 3.5014 2.6204
C 0.1857 2.4886 1.7181
N 1.3757 2.3294 1.0973
C 2.3618 3.2025 1.3809
C 2.2078 4.2435 2.2704
H -1.0217 3.5949 3.0933
H -0.5969 1.7815 1.4690
H 3.3096 3.0635 0.8732
H 3.0246 4.9220 2.4687
C 3.0230 -3.2012 -3.5419
C 3.9149 -2.7467 -2.5808
C 3.5367 -1.6970 -1.7710
N 2.3357 -1.0924 -1.8765
C 1.4826 -1.5376 -2.8183
C 1.7854 -2.5863 -3.6625
H 3.2905 -4.0262 -4.1884
H 4.8885 -3.1974 -2.4552
H 4.2130 -1.3258 -1.0078
H 0.5209 -1.0394 -2.8827
H 1.0637 -2.9087 -4.3987
```

For the LUMO energy (alpha / beta), the calculation gives -7.3 / -8.1 eV. As for the expectation value of S²: 0.75. The net charge is +2. As for the energy above the lowest of the compared OMol25 structures with the same formula, charge and spin: 0.0 kJ/mol. Its multiplicity is 2. The calculation puts the highest occupied orbital energy (alpha / beta) at -14.97 / -14.97 eV. For the total energy, the calculation gives -2238.5731 Ha.

Results of the Mulliken charge analysis, in e, for atoms 1 through 8: Yb 1.30; O -0.44; N -0.40; N 1.08; O -0.47; C 0.64; C -0.36; C -0.61